# 1
One molecule with the formula C3H6O2S at a distorted geometry. Source: the Open Molecules 2025 dataset; level of theory: ωB97M-V/def2-TZVPD.

```
12
Properties=species:S:1:pos:R:3:lowdin_charge:R:1
O -1.76026 0.98517 -0.31435 0.076
C -0.92491 0.25831 0.23483 -0.438
C -0.28162 0.68626 1.53874 -0.191
O 1.09338 0.98686 1.38552 -0.056
C -0.52103 -1.06565 -0.32955 -0.487
S 0.97722 -0.90800 -1.34250 0.727
H -0.80208 1.51655 1.92036 0.109
H -0.39708 -0.09901 2.26999 0.127
H 1.12931 1.77713 0.86072 0.090
H -1.33602 -1.46004 -0.92160 0.083
H -0.32844 -1.79335 0.43346 0.068
H 1.79926 -0.46305 -0.31639 -0.109
```

Values from the calculation:
- structure (SMILES) = O=C(CO)CS
- gap between HOMO and LUMO (eV) = 9.6
- net charge = 0
- ΔE to the lowest compared entry with this formula, charge and spin (kcal per mole) = 29.3
- 2S+1 = 1



# 2
One molecule with the formula C3H6O2S at a distorted geometry. Source: the Open Molecules 2025 dataset; level of theory: ωB97M-V/def2-TZVPD.

```
12
Properties=species:S:1:pos:R:3:lowdin_charge:R:1
O 0.38208 1.39371 1.20447 -0.035
C 0.88474 0.15082 0.81423 -0.252
C 0.02058 -0.46585 -0.23295 -0.814
O 0.64886 -0.52313 -1.48205 -0.047
C -1.41275 0.02698 -0.36213 -0.360
S -1.23764 -1.70095 0.16330 0.871
H 0.26019 1.93171 0.42701 0.093
H 1.86811 0.03300 0.31425 0.133
H 0.97579 -0.47648 1.68899 0.119
H 1.19470 -1.33802 -1.56424 0.120
H -1.72093 0.85685 0.36556 0.108
H -1.86371 0.11133 -1.33643 0.067
```

Values from the calculation:
- structure (SMILES) = OC[C@]1(O)CS1
- gap between HOMO and LUMO (eV) = 9.7
- net charge = 0
- ΔE to the lowest compared entry with this formula, charge and spin (kcal per mole) = 45.7
- 2S+1 = 1



# 3
One molecule with the formula C3H6O2S at a distorted geometry. Source: the Open Molecules 2025 dataset; level of theory: ωB97M-V/def2-TZVPD.

```
12
Properties=species:S:1:pos:R:3:lowdin_charge:R:1
C 0.18941 1.40360 0.66720 -0.057
C -0.59384 0.00550 0.39075 -0.280
C -0.67338 -0.54595 -1.05762 -0.172
S 0.66125 -1.30101 -0.05030 0.707
O 0.37477 -2.66438 0.13637 -0.317
O 2.04958 -0.90448 -0.19529 -0.326
H 0.34934 1.65628 1.77839 0.105
H -0.38739 2.17227 0.25654 0.041
H 1.20383 1.41906 0.32032 0.050
H -1.35043 -0.22228 0.99728 0.059
H -1.39701 -1.24481 -1.35349 0.061
H -0.42613 0.22620 -1.89014 0.128
```

Values from the calculation:
- structure (SMILES) = C[C@H]1CS1(=O)=O
- gap between HOMO and LUMO (eV) = 10.3
- net charge = 0
- ΔE to the lowest compared entry with this formula, charge and spin (kcal per mole) = 81.8
- 2S+1 = 1



# 4
A 2-piece molecular cluster, C3H6O2S overall at a distorted geometry. Source: the Open Molecules 2025 dataset; level of theory: ωB97M-V/def2-TZVPD.

```
12
Properties=species:S:1:pos:R:3:lowdin_charge:R:1
C 1.14372 -1.95096 0.14888 -0.160
C 1.34782 -0.67702 0.21019 -0.070
C -0.53275 1.05962 -0.07750 -0.778
O -1.66386 0.20085 -0.16244 -0.033
O -0.22663 1.81738 -1.15214 -0.002
S -0.39001 1.87105 1.46993 0.840
H 2.04474 -2.55801 0.20876 0.036
H 0.19708 -2.48956 -0.20322 0.064
H 2.31897 -0.24231 0.61769 0.054
H -1.75415 -0.33971 -0.90920 0.068
H -0.81645 1.63058 -1.88291 0.109
H -1.66849 1.67808 1.73196 -0.129
```

Values from the calculation:
- gap between HOMO and LUMO (alpha / beta) (eV) = 7.8 / 8.3
- net charge = 0
- ΔE to the lowest compared entry with this formula, charge and spin (kcal per mole) = 127.9
- 2S+1 = 1



# 5
One molecule with the formula C3H6O2S2 at a distorted geometry. Source: the Open Molecules 2025 dataset; level of theory: ωB97M-V/def2-TZVPD.

```
13
Properties=species:S:1:pos:R:3:lowdin_charge:R:1
C 0.75605 -0.46197 -0.02857 -0.087
C -0.28849 0.67865 -0.02907 -0.212
C -1.49771 0.26432 -1.05730 -0.604
S -2.16978 1.50538 -2.17019 0.744
S -0.77369 0.16000 -2.69668 0.411
O -1.14677 -0.96425 -3.48006 -0.326
O 0.57420 0.61392 -2.85203 -0.321
H 1.39231 -0.15311 0.69190 0.029
H 1.34636 -0.74396 -0.87958 0.077
H 0.32492 -1.27978 0.56386 0.090
H 0.16084 1.56752 -0.31399 0.074
H -0.74928 0.85199 0.87857 0.078
H -2.21378 -0.37455 -0.72289 0.049
```

Values from the calculation:
- structure (SMILES) = CC[C@H]1SS1(=O)=O
- gap between HOMO and LUMO (eV) = 9.9
- net charge = 0
- ΔE to the lowest compared entry with this formula, charge and spin (kcal per mole) = 75.2
- 2S+1 = 1



# 6
One molecule with the formula C3H6O3 at a distorted geometry. Source: the Open Molecules 2025 dataset; level of theory: ωB97M-V/def2-TZVPD.

```
12
Properties=species:S:1:pos:R:3:lowdin_charge:R:1
O 1.78934 1.21018 0.30356 -0.031
C 1.02015 0.45482 0.95160 -0.063
C 0.29768 -0.58676 0.02776 -0.336
O 0.67409 -0.30709 -1.29633 -0.035
C -1.22271 -0.48220 0.11621 -0.229
O -1.64436 0.77268 -0.35234 -0.049
H 1.51136 1.16252 1.69748 0.161
H 0.62242 -1.59751 0.31879 0.151
H 1.37675 0.37778 -1.24863 0.085
H -1.67104 -1.30651 -0.46186 0.127
H -1.54229 -0.57632 1.15752 0.127
H -1.21140 0.87839 -1.21377 0.093
```

Values from the calculation:
- structure (SMILES) = O=C[C@H](O)CO
- gap between HOMO and LUMO (eV) = 10.5
- net charge = 0
- ΔE to the lowest compared entry with this formula, charge and spin (kcal per mole) = 92.1
- 2S+1 = 1



# 7
One molecule with the formula C3H6O3. Source: the Open Molecules 2025 dataset; level of theory: ωB97M-V/def2-TZVPD.

```
12
Properties=species:S:1:pos:R:3:lowdin_charge:R:1
O 1.61118 -0.30044 0.41130 -0.012
C 0.31831 -0.28509 0.94528 -0.231
C -0.73428 -0.68430 -0.06935 -0.247
O -0.21777 -1.07457 -1.30608 -0.007
C -0.55973 0.75963 0.30505 -0.264
O 0.03385 1.53815 -0.68312 -0.004
H 1.70629 0.58001 -0.00210 0.108
H 0.26640 -0.55350 1.99719 0.147
H -1.73083 -1.04564 0.13288 0.146
H 0.74211 -1.18196 -1.14922 0.105
H -1.32579 1.24016 0.90913 0.150
H -0.10974 1.00754 -1.49096 0.109
```

Values from the calculation:
- structure (SMILES) = O[C@H]1[C@@H](O)[C@H]1O
- gap between HOMO and LUMO (eV) = 10.5
- net charge = 0
- ΔE to the lowest compared entry with this formula, charge and spin (kcal per mole) = 53.5
- 2S+1 = 1



# 8
One molecule with the formula C3H6O3. Source: the Open Molecules 2025 dataset; level of theory: ωB97M-V/def2-TZVPD.

```
12
Properties=species:S:1:pos:R:3:lowdin_charge:R:1
O 1.60992 1.45161 -0.09169 0.067
C 1.04251 0.64855 0.61524 -0.184
C 0.40623 -0.59701 0.02532 -0.348
O 0.73974 -0.69975 -1.33267 -0.014
C -1.11201 -0.45331 0.17603 -0.205
O -1.52434 0.89166 0.04005 -0.053
H 0.94612 0.80365 1.70224 0.141
H 0.74980 -1.48495 0.58058 0.155
H 1.29438 0.07181 -1.53645 0.088
H -1.57826 -1.10186 -0.57646 0.128
H -1.44862 -0.77720 1.16377 0.126
H -1.12547 1.24679 -0.76598 0.098
```

Values from the calculation:
- structure (SMILES) = O=C[C@H](O)CO
- gap between HOMO and LUMO (eV) = 11.2
- net charge = 0
- ΔE to the lowest compared entry with this formula, charge and spin (kcal per mole) = 32.1
- 2S+1 = 1



# 9
A 2-piece molecular cluster, C3H6O3 overall at a distorted geometry. Source: the Open Molecules 2025 dataset; level of theory: ωB97M-V/def2-TZVPD.

```
12
Properties=species:S:1:pos:R:3:lowdin_charge:R:1
C 0.48671 0.85008 -2.41680 -0.007
C -0.66421 0.15511 -2.29534 -0.257
O -0.69265 -0.91576 -1.37588 -0.059
H 0.67579 1.66133 -3.17979 0.072
H 1.25716 0.57903 -1.70266 0.051
H -1.60290 0.41220 -2.86924 0.117
H -1.29701 -1.62176 -1.62487 0.085
O 0.57318 0.41859 4.45781 0.078
C 0.11832 -0.09881 3.45058 -0.360
O 0.64252 0.05509 2.21303 0.024
H -0.70490 -0.77088 3.36279 0.120
H 1.20799 -0.72422 1.98036 0.135
```

Values from the calculation:
- structure (SMILES) = C=CO.O=CO
- gap between HOMO and LUMO (eV) = 9.8
- net charge = 0
- ΔE to the lowest compared entry with this formula, charge and spin (kcal per mole) = 56.2
- 2S+1 = 1



> 2S+1 of number 5 (C3H6O2S2)?

1



> Among the records above, which one has the highest ΔE to the lowest compared entry with this formula, charge and spin?

number 4



> Look up the 2S+1 of the ninth one.

1